Computed, not measured: a 2-piece molecular cluster, C2H9NSi overall, with ωB97M-V/def2-TZVPD.

Element x y z (Å)
C: -2.127 0.244 0.515
C: 2.066 0.546 0.225
N: -0.763 0.641 0.259
Si: 0.558 -0.546 -0.015
H: -2.588 1.256 0.713
H: -2.740 -0.086 -0.373
H: -2.271 -0.453 1.466
H: 1.990 0.857 1.327
H: 3.003 0.037 0.017
H: 2.256 1.497 -0.352
H: -0.714 1.232 -0.584
H: 0.325 -1.037 -2.820
H: 0.502 -1.802 0.711

Spin multiplicity = 1
Relative energy (zero: lowest compared OMol25 entry of this formula, charge and spin) = 108.0 kcal per mole
LUMO level (alpha / beta) = -0.2 / -0.1 eV
Total charge = 0
HOMO (alpha / beta) = -7.32 / -8.62 eV


Computed, not measured: a 4-piece molecular cluster, C21H42F6O18P4S overall, with ωB97M-V/def2-TZVPD.

Element x y z (Å)
C: 0.410 -7.497 5.939
C: -0.809 -6.807 5.286
P: -0.549 -4.969 5.458
C: -1.633 -4.301 6.792
C: -1.165 -4.096 3.899
C: -0.377 -4.660 2.729
C: -0.501 -3.875 1.416
C: -0.354 -2.327 1.580
C: 0.609 -1.706 0.578
O: 1.500 -2.306 0.040
C: 0.438 -0.181 0.263
F: -0.848 0.177 0.464
F: 1.159 0.568 1.121
C: 0.913 0.203 -1.154
F: 0.456 -0.679 -2.057
F: 2.252 0.142 -1.161
C: 0.466 1.624 -1.624
F: -0.648 1.482 -2.378
F: 0.152 2.441 -0.611
C: 1.525 2.342 -2.515
O: 2.104 1.795 -3.403
O: 1.731 3.655 -2.224
S: 0.147 -1.984 3.276
O: 1.481 -2.407 3.547
O: 0.001 -0.577 3.453
O: -0.970 -2.672 4.154
H: 0.191 -8.562 6.010
H: 1.283 -7.359 5.302
H: 0.635 -7.073 6.914
H: -0.910 -7.134 4.255
H: -1.682 -7.062 5.891
H: -1.493 -3.219 6.774
H: -2.696 -4.479 6.610
H: -1.317 -4.653 7.769
H: -2.240 -4.269 3.825
H: 0.663 -4.833 3.005
H: -0.781 -5.655 2.536
H: -1.454 -4.092 0.939
H: 0.299 -4.219 0.761
H: -1.363 -1.927 1.504
H: 0.886 4.099 -2.408
C: -1.483 9.494 -3.913
O: -1.863 8.106 -4.027
P: -1.481 7.088 -2.735
O: -1.579 5.841 -3.555
O: -2.879 7.443 -1.973
C: -4.096 7.509 -2.709
O: -0.942 6.283 -1.373
C: -0.807 6.998 -0.124
H: -1.849 10.017 -4.793
H: -1.930 9.944 -3.021
H: -0.398 9.592 -3.870
H: -4.075 6.854 -3.579
H: -4.292 8.535 -3.021
H: -4.898 7.192 -2.044
H: -1.790 7.186 0.306
H: -0.278 7.940 -0.265
H: -0.237 6.371 0.558
C: -2.312 -0.086 -7.761
O: -3.529 -0.812 -7.486
P: -3.750 -1.356 -5.920
O: -4.708 -2.462 -6.140
O: -4.457 0.025 -5.427
C: -5.546 0.563 -6.168
O: -3.211 -1.672 -4.396
C: -2.382 -0.695 -3.729
H: -2.344 0.246 -8.795
H: -2.228 0.789 -7.109
H: -1.443 -0.731 -7.624
H: -6.109 -0.218 -6.679
H: -5.183 1.293 -6.892
H: -6.203 1.072 -5.466
H: -2.987 0.151 -3.407
H: -1.581 -0.350 -4.381
H: -1.946 -1.169 -2.854
C: 3.694 -0.332 2.430
O: 4.933 0.293 2.840
P: 5.999 -0.656 3.701
O: 6.799 0.372 4.402
O: 6.725 -1.242 2.363
C: 7.199 -0.340 1.372
O: 6.378 -2.018 4.550
C: 5.935 -3.298 4.055
H: 3.137 0.379 1.840
H: 3.898 -1.221 1.822
H: 3.105 -0.612 3.302
H: 7.478 0.621 1.803
H: 6.440 -0.195 0.602
H: 8.077 -0.789 0.910
H: 6.535 -3.593 3.194
H: 4.881 -3.271 3.779
H: 6.075 -4.027 4.849

Spin multiplicity = 1
Relative energy (zero: lowest compared OMol25 entry of this formula, charge and spin) = 0.0 kcal per mole
LUMO level = -2.3 eV
Total charge = 0
HOMO = -8.68 eV
SMILES = CCP(C)[C@@H]1CC[C@H](C(=O)C(F)(F)C(F)(F)C(F)(F)C(=O)O)S(=O)(=O)O1.COP(=O)(OC)OC.COP(=O)(OC)OC.COP(=O)(OC)OC


Computed, not measured: C9H12N2OS as an isolated structure, with ωB97M-V/def2-TZVPD.

Element x y z (Å)
C: 1.997 -0.142 -2.669
C: 0.514 -0.658 -2.485
C: 0.749 -0.626 -0.015
C: 2.120 -1.012 -0.453
C: -2.120 -0.392 0.040
C: -1.578 0.202 1.337
C: -0.917 1.452 1.554
C: -1.250 2.136 2.734
C: -2.101 1.358 3.450
H: 2.488 -0.785 -3.561
H: 1.993 1.036 -2.826
H: 0.642 -1.864 -2.490
H: -0.097 -0.327 -3.478
H: 0.731 0.216 0.934
H: 0.122 -1.805 0.356
H: 2.210 -2.295 -0.420
H: 2.559 -0.995 0.632
H: -3.174 -0.686 0.055
H: -0.193 1.786 0.880
H: -0.776 3.049 3.058
H: -2.319 1.496 4.406
N: -0.219 -0.134 -1.193
N: -1.437 -0.589 -1.093
O: 2.734 -0.386 -1.409
S: -2.678 -0.034 2.658

Spin multiplicity = 1
Relative energy (zero: lowest compared OMol25 entry of this formula, charge and spin) = 168.9 kcal per mole
LUMO level = 0.3 eV
Total charge = 0
HOMO = -8.07 eV


Computed, not measured: C18H25BaN6OPS2 as an isolated structure, with ωB97M-V/def2-TZVPD.

Element x y z (Å)
Ba: -0.187 -1.287 0.900
N: 1.275 -4.211 -2.528
C: 0.599 -3.467 -3.478
C: 0.479 -3.592 -4.857
C: -0.294 -2.644 -5.494
C: -0.925 -1.609 -4.786
C: -0.802 -1.492 -3.418
C: -0.024 -2.442 -2.759
N: 0.279 -2.578 -1.406
C: 1.054 -3.644 -1.319
C: 1.622 -4.183 -0.083
C: 2.413 -5.291 0.002
S: 2.855 -5.582 1.621
C: 1.966 -4.217 2.095
N: 1.368 -3.572 1.129
H: 1.830 -5.029 -2.711
H: 0.965 -4.388 -5.405
H: -0.420 -2.696 -6.567
H: -1.522 -0.891 -5.331
H: -1.295 -0.690 -2.882
H: 2.755 -5.943 -0.785
H: 1.915 -3.925 3.134
C: 0.959 4.891 1.807
N: -0.178 4.426 1.012
C: 0.137 4.603 -0.406
N: 1.372 3.936 -0.814
C: 2.467 4.416 0.029
N: 2.214 4.229 1.458
C: 2.219 2.828 1.836
P: 0.877 1.869 0.959
C: -0.521 3.048 1.321
C: 1.249 2.489 -0.762
H: 0.749 4.735 2.867
H: 1.079 5.961 1.635
H: 0.247 5.670 -0.599
H: -0.693 4.230 -1.010
H: 2.596 5.482 -0.156
H: 3.390 3.904 -0.245
H: 2.081 2.739 2.916
H: 3.189 2.385 1.597
H: -0.790 2.971 2.378
H: -1.401 2.756 0.739
H: 0.458 2.170 -1.448
H: 2.180 2.033 -1.109
C: -3.602 -1.635 4.146
S: -3.186 -0.211 3.140
C: -4.724 -0.064 2.240
O: -2.167 -0.724 2.119
H: -4.401 -1.346 4.828
H: -2.718 -1.897 4.723
H: -3.917 -2.461 3.510
H: -5.505 0.193 2.956
H: -4.955 -0.999 1.734
H: -4.611 0.749 1.526

Spin multiplicity = 1
Relative energy (zero: lowest compared OMol25 entry of this formula, charge and spin) = 4.3 kcal per mole
LUMO level = -5.4 eV
Total charge = +2
HOMO = -12.86 eV


Computed, not measured: the molecule C2H5N2OP, with ωB97M-V/def2-TZVPD.

Element x y z (Å)
C: 1.104 -1.111 0.371
C: -0.254 -1.316 0.396
N: 0.948 1.304 0.610
N: -0.359 1.435 0.046
O: 1.595 0.160 0.044
P: -1.492 0.036 0.319
H: 1.866 -1.855 0.443
H: -0.624 -2.281 0.649
H: 1.572 2.067 0.323
H: -0.530 1.612 -0.940
H: -1.458 -0.007 -1.063

Spin multiplicity = 1
Relative energy (zero: lowest compared OMol25 entry of this formula, charge and spin) = 93.6 kcal per mole
LUMO level = 0.9 eV
Total charge = 0
HOMO = -8.62 eV
SMILES = c1c[pH][nH][nH]o1


Computed, not measured: C31H22BrCl2F5N6O3TeV as an isolated structure, with ωB97M-V/def2-TZVPD.

Element x y z (Å)
V: 0.645 0.034 -0.524
Cl: 5.748 -3.582 -3.308
C: 4.308 -2.605 -3.144
C: 4.089 -1.957 -1.936
C: 2.949 -1.177 -1.773
N: 2.532 -0.531 -0.616
C: 3.386 -0.285 0.444
O: 4.625 -0.351 0.408
C: 2.638 0.040 1.643
C: 3.243 0.297 2.883
C: 2.476 0.445 4.010
C: 1.055 0.310 3.891
C: 0.519 0.089 2.645
N: 1.246 -0.003 1.521
C: 2.049 -1.034 -2.852
C: 2.279 -1.688 -4.048
C: 3.412 -2.480 -4.192
Cl: 3.677 -3.293 -5.713
N: 0.960 -0.203 -2.549
C: 0.523 0.680 -3.461
O: 0.840 0.806 -4.641
C: -0.451 1.653 -2.837
C: -0.956 2.717 -3.566
C: -1.816 3.598 -2.946
C: -2.150 3.382 -1.617
C: -1.594 2.302 -0.963
N: -0.748 1.452 -1.551
H: 4.802 -2.043 -1.131
H: 4.325 0.348 2.908
H: 2.938 0.633 4.972
H: 0.404 0.358 4.753
H: -0.555 0.006 2.520
H: 1.588 -1.573 -4.870
H: -0.667 2.797 -4.604
H: -2.246 4.427 -3.494
H: -2.864 4.009 -1.100
H: -1.856 2.077 0.064
Br: 0.456 -3.472 -0.416
C: -0.841 -3.732 0.951
C: -0.823 -4.987 1.497
C: -1.757 -5.344 2.485
C: -2.690 -4.439 2.889
C: -2.732 -3.133 2.343
C: -3.731 -2.232 2.781
C: -3.787 -0.974 2.255
C: -2.846 -0.553 1.312
C: -1.837 -1.383 0.850
C: -1.780 -2.739 1.355
H: -0.090 -5.702 1.151
H: -1.733 -6.341 2.908
H: -3.427 -4.703 3.639
H: -4.452 -2.570 3.517
H: -4.571 -0.290 2.557
H: -2.924 0.433 0.875
C: 1.966 3.895 2.563
N: 1.440 4.065 1.207
C: 0.534 5.173 0.954
C: 1.369 2.982 0.463
N: 1.415 2.001 -0.137
H: 2.548 4.778 2.830
H: 2.599 3.009 2.598
H: 1.153 3.761 3.281
H: 1.078 6.115 1.032
H: -0.288 5.174 1.676
H: 0.116 5.079 -0.047
F: -3.259 -1.535 -3.744
Te: -3.679 -0.440 -2.196
F: -3.484 1.098 -3.430
F: -4.589 0.869 -0.957
F: -5.416 -0.486 -2.912
F: -4.317 -2.094 -1.336
O: -0.974 -0.939 -0.022

Spin multiplicity = 4
Relative energy (zero: lowest compared OMol25 entry of this formula, charge and spin) = 0.0 kcal per mole
LUMO level (alpha / beta) = 3.7 / 3.7 eV
Total charge = -2
HOMO (alpha / beta) = -0.37 / -2.60 eV
⟨S²⟩ = 3.7747


Computed, not measured: C12H15N6O2SSeSr as an isolated structure, with ωB97M-V/def2-TZVPD.

Element x y z (Å)
Sr: 0.030 1.387 -0.090
O: 2.066 0.857 -0.057
O: 0.693 1.745 3.795
C: 0.504 1.642 2.690
N: -1.082 5.160 -0.516
C: -0.753 4.052 -0.379
C: 3.415 -0.582 -2.045
N: 2.212 -1.362 -1.769
C: 1.280 -1.427 -2.865
C: 1.783 -1.441 -0.476
S: 0.103 -1.663 -0.101
N: 2.728 -1.805 0.422
C: 3.955 -2.468 0.061
C: 2.507 -1.580 1.827
H: 3.139 0.271 -2.673
H: 4.171 -1.188 -2.556
H: 3.726 -0.117 -1.106
H: 1.828 -1.722 -3.762
H: 0.811 -0.453 -3.064
H: 0.488 -2.141 -2.656
H: 3.959 -2.704 -0.998
H: 4.050 -3.400 0.630
H: 4.829 -1.844 0.282
H: 1.934 -0.659 1.911
H: 3.476 -1.408 2.302
H: 2.004 -2.424 2.309
Se: -4.409 -1.828 1.623
N: -5.681 -0.589 1.469
C: -5.078 0.498 1.056
C: -5.708 1.755 0.797
C: -4.912 2.758 0.379
C: -3.491 2.566 0.201
N: -2.862 1.454 0.422
C: -3.646 0.411 0.854
N: -3.106 -0.755 1.108
H: -6.776 1.846 0.943
H: -5.292 3.747 0.160
H: -2.896 3.410 -0.130

Spin multiplicity = 1
LUMO level = 1.0 eV
Total charge = -1
HOMO = -3.11 eV


Number 1: largest force on an atom 3.3 eV/Å. Number 2: largest force on an atom 8.7 eV/Å. Number 3: largest force on an atom 8.1 eV/Å. Number 4: largest force on an atom 0.6 eV/Å. Number 5: largest force on an atom 3.9 eV/Å. Number 6: largest force on an atom 0.7 eV/Å. Number 7: largest force on an atom 0.5 eV/Å.